1.
Formula: C10H16O
Source: the OMol25 dataset
Level of theory: the ωB97M-V functional and the def2-TZVPD basis

- maximum force (eV/Å) = 5.416
- ΔE to the lowest compared entry with this formula, charge and spin (kJ/mol) = 226.17
- charge = 0
- orbital gap (eV) = 9.08
- LUMO level (eV) = 0.823
- SMILES = Cc1ccc(O)cc1.CCC
- highest occupied orbital energy (eV) = -8.3

XYZ file:
```
27
Properties=species:S:1:pos:R:3:lowdin_charge:R:1
C 2.47 -2.08 -0.53 -0.06
C 1.99 -0.84 0.24 -0.27
C 1.14 -1.02 1.33 -0.09
C 0.64 0.05 2.11 -0.01
C 0.90 1.33 1.56 -0.34
O 0.28 2.45 2.00 0.01
C 1.72 1.51 0.44 -0.03
C 2.47 0.48 -0.12 -0.01
H 1.87 -2.26 -1.46 0.09
H 2.17 -2.97 0.07 0.07
H 3.56 -2.04 -0.63 0.07
H 1.04 -2.09 1.60 0.12
H 0.12 -0.23 3.01 0.11
H -0.66 2.26 2.35 0.15
H 1.87 2.48 0.03 0.11
H 3.24 0.58 -0.80 0.08
C -1.96 -1.04 -1.28 -0.12
C -2.18 0.49 -1.52 -0.36
C -2.73 1.24 -0.32 -0.13
H -2.92 -1.59 -1.01 0.07
H -1.21 -1.10 -0.43 0.06
H -1.62 -1.43 -2.34 0.10
H -1.18 0.87 -1.63 0.07
H -2.54 0.84 -2.50 0.10
H -2.54 0.63 0.60 0.07
H -2.11 2.17 -0.43 0.08
H -3.83 1.33 -0.34 0.07
```

---

2.
Formula: C4H5NO
Source: the OMol25 dataset
Level of theory: the ωB97M-V functional and the def2-TZVPD basis

- maximum force (eV/Å) = 0.322
- ΔE to the lowest compared entry with this formula, charge and spin (kJ/mol) = 323.00
- charge = 0
- orbital gap (eV) = 9.24
- LUMO level (eV) = 0.792
- highest occupied orbital energy (eV) = -8.4

XYZ file:
```
11
Properties=species:S:1:pos:R:3:lowdin_charge:R:1
O 2.32 -0.21 -0.27 0.01
C 0.97 -0.05 -0.16 -0.39
C 0.05 -0.99 -0.52 -0.03
N -1.20 -0.49 -0.26 0.01
C -1.04 0.76 0.31 -0.25
C 0.35 1.16 0.31 0.00
H 2.70 0.62 0.03 0.10
H 0.19 -1.99 -0.92 0.13
H -2.06 -1.02 -0.32 0.14
H -1.89 1.42 0.41 0.12
H -0.49 0.74 1.39 0.16
```

---

3.
Formula: C11H44N6O11
Source: the OMol25 dataset
Level of theory: the ωB97M-V functional and the def2-TZVPD basis

- maximum force (eV/Å) = 4.583
- ΔE to the lowest compared entry with this formula, charge and spin (kJ/mol) = 238.11
- charge = 0
- orbital gap (eV) = 9.91
- LUMO level (eV) = 0.564
- SMILES = NC(N)=O.NC(N)=O.NC(N)=O.CO.CO.CO.CO.CO.CO.CO.CO
- highest occupied orbital energy (eV) = -9.3

XYZ file:
```
72
Properties=species:S:1:pos:R:3:lowdin_charge:R:1
N -8.41 18.77 7.96 0.17
C -8.15 18.56 9.26 -0.70
N -8.39 19.64 9.99 0.16
O -7.78 17.46 9.73 -0.02
H -8.17 18.01 7.34 0.06
H -8.60 19.67 7.57 0.12
H -8.46 19.58 10.99 0.12
H -8.50 20.48 9.44 0.11
N -7.11 15.10 7.63 0.21
C -7.34 15.48 6.44 -0.68
N -7.63 14.46 5.60 0.20
O -7.33 16.67 6.14 0.00
H -7.11 14.09 7.75 0.12
H -7.20 15.77 8.39 0.10
H -7.95 14.64 4.66 0.05
H -7.72 13.58 6.08 0.11
N -10.50 21.67 2.07 0.19
C -9.48 21.60 1.28 -0.71
N -9.42 22.43 0.20 0.16
O -8.62 20.73 1.45 -0.01
H -11.17 22.40 1.90 0.11
H -10.55 21.17 2.95 0.09
H -10.20 23.03 -0.01 0.10
H -8.51 22.44 -0.22 0.11
C -3.18 21.47 1.21 -0.19
O -3.97 20.37 1.53 -0.11
H -2.20 21.11 0.90 0.07
H -3.56 22.19 0.48 0.07
H -3.00 22.04 2.13 0.08
H -4.61 20.67 2.19 0.03
C -10.41 17.88 -0.22 -0.17
O -9.29 17.77 0.60 -0.14
H -10.23 18.53 -1.08 0.08
H -10.74 16.92 -0.62 0.08
H -11.14 18.44 0.37 0.07
H -8.62 18.45 0.52 0.06
C -10.90 18.64 4.29 -0.18
O -10.07 19.72 4.36 -0.14
H -10.48 17.84 4.90 0.08
H -11.95 18.89 4.45 0.09
H -10.96 18.51 3.20 0.08
H -9.22 19.33 4.14 0.05
C -3.70 15.73 4.59 -0.20
O -3.61 15.77 3.22 -0.09
H -4.35 16.52 4.96 0.05
H -4.18 14.84 4.97 0.07
H -2.71 15.74 5.04 0.09
H -2.73 15.46 2.99 0.08
C -6.67 18.16 3.45 -0.08
O -7.22 18.73 4.66 -0.16
H -6.68 17.07 3.54 0.08
H -7.23 18.47 2.57 0.08
H -5.60 18.40 3.37 0.09
H -7.23 17.96 5.24 -0.01
C -9.77 15.40 3.33 -0.12
O -8.70 14.51 2.99 -0.15
H -10.60 14.90 3.82 0.10
H -9.25 16.10 3.99 0.05
H -10.02 16.04 2.48 0.07
H -8.17 14.77 2.24 0.09
C -6.76 21.78 3.80 -0.18
O -5.66 20.97 3.95 -0.12
H -7.62 21.44 4.38 0.07
H -6.53 22.75 4.26 0.08
H -7.08 21.74 2.75 0.06
H -6.18 20.24 4.29 0.02
C -5.12 18.93 7.66 -0.11
O -4.35 17.92 6.97 -0.14
H -5.33 18.56 8.66 0.07
H -4.64 19.91 7.60 0.09
H -6.10 18.85 7.18 0.04
H -4.64 17.02 7.10 0.05
```

---

4.
Formula: C4H6N2O2P
Source: the OMol25 dataset
Level of theory: the ωB97M-V functional and the def2-TZVPD basis

- maximum force (eV/Å) = 4.453
- ΔE to the lowest compared entry with this formula, charge and spin (kJ/mol) = 0.00
- charge = -1
- orbital gap (eV) = 9.03
- LUMO level (eV) = 4.029
- SMILES = C[P@](=O)([O-])n1ccnc1
- highest occupied orbital energy (eV) = -5.0

XYZ file:
```
15
Properties=species:S:1:pos:R:3:lowdin_charge:R:1
C 1.38 -1.25 0.01 -0.18
P -0.31 -1.64 0.60 0.27
O -0.37 -1.86 2.03 -0.35
O -0.92 -2.62 -0.38 -0.40
N -1.02 -0.08 0.10 -0.14
C -0.89 1.16 0.69 -0.13
C -1.79 2.01 0.05 -0.21
N -2.34 1.34 -0.96 0.00
C -1.89 0.07 -0.92 -0.20
H 1.40 -0.35 -0.51 -0.01
H 1.93 -1.15 0.94 0.01
H 1.69 -2.28 -0.58 0.10
H -0.42 1.18 1.67 0.10
H -1.90 3.04 0.07 0.06
H -2.09 -0.71 -1.59 0.09
```

---

5.
Formula: C6H9FO2
Source: the OMol25 dataset
Level of theory: the ωB97M-V functional and the def2-TZVPD basis

- maximum force (eV/Å) = 4.415
- ΔE to the lowest compared entry with this formula, charge and spin (kJ/mol) = 470.16
- charge = 0
- orbital gap (eV) = 10.25
- LUMO level (eV) = 0.938
- SMILES = C#CC(CF)(OC)OC
- highest occupied orbital energy (eV) = -9.3

XYZ file:
```
18
Properties=species:S:1:pos:R:3:lowdin_charge:R:1
C -2.01 -1.76 1.07 0.17
C -1.23 -0.96 0.66 -0.07
C -0.32 -0.03 0.11 -0.48
C -1.42 1.39 -0.46 -0.03
F -2.64 0.84 -0.78 -0.04
O 0.50 0.39 1.17 -0.14
C 1.46 1.37 0.89 -0.10
O 0.36 -0.31 -1.08 -0.15
C 1.11 -1.53 -1.15 -0.04
H -2.47 -2.61 1.50 0.04
H -1.46 1.96 0.44 0.10
H -0.81 1.77 -1.31 0.11
H 2.46 1.03 1.33 0.10
H 1.26 2.42 1.38 0.11
H 1.28 1.38 -0.27 0.12
H 2.06 -1.29 -0.76 0.07
H 1.36 -1.75 -2.17 0.08
H 0.51 -2.31 -0.56 0.12
```

---

6.
Formula: C70H129AsF6N9O3
Source: the OMol25 dataset
Level of theory: the ωB97M-V functional and the def2-TZVPD basis

- maximum force (eV/Å) = 2.448
- charge = +7
- orbital gap (eV) = 3.80
- LUMO level (eV) = -14.265
- highest occupied orbital energy (eV) = -18.1

XYZ file:
```
218
Properties=species:S:1:pos:R:3:lowdin_charge:R:1
C -29.44 -5.36 -5.42 0.07
N -28.61 -4.32 -4.74 -0.06
C -27.29 -4.30 -4.96 0.04
C -26.47 -3.50 -4.19 0.06
C -27.03 -2.70 -3.20 -0.14
C -28.41 -2.72 -3.04 0.06
C -29.20 -3.52 -3.84 0.04
C -26.20 -1.78 -2.36 -0.11
C -26.08 -2.03 -1.00 0.07
C -25.30 -1.19 -0.23 0.02
N -24.59 -0.17 -0.75 -0.07
C -24.61 0.02 -2.09 0.02
C -25.42 -0.75 -2.89 0.06
C -23.81 0.70 0.18 0.05
H -28.88 -6.02 -6.07 0.12
H -30.24 -4.86 -5.96 0.13
H -29.94 -5.91 -4.62 0.12
H -26.91 -4.84 -5.82 0.16
H -25.41 -3.49 -4.40 0.14
H -28.90 -2.12 -2.28 0.14
H -30.25 -3.70 -3.65 0.17
H -26.55 -2.86 -0.49 0.15
H -25.21 -1.31 0.84 0.15
H -23.93 0.79 -2.41 0.14
H -25.35 -0.60 -3.96 0.15
H -24.41 1.56 0.49 0.10
H -22.85 0.94 -0.27 0.08
H -23.54 0.06 1.01 0.10
C -13.72 8.15 -8.09 0.06
N -14.00 7.49 -6.78 -0.07
C -15.23 7.00 -6.54 0.03
C -15.51 6.44 -5.31 0.04
C -14.53 6.36 -4.32 -0.12
C -13.28 6.88 -4.64 0.06
C -13.02 7.41 -5.88 0.04
C -14.74 5.69 -3.00 -0.12
C -15.95 5.79 -2.29 0.05
C -16.01 5.22 -1.03 0.02
N -15.02 4.43 -0.60 -0.06
C -13.95 4.15 -1.37 0.02
C -13.83 4.71 -2.62 0.05
C -15.12 3.80 0.76 0.05
H -13.41 7.38 -8.80 0.13
H -13.01 8.95 -7.98 0.12
H -14.63 8.61 -8.46 0.11
H -15.91 7.05 -7.37 0.16
H -16.50 6.00 -5.25 0.13
H -12.44 6.80 -3.96 0.15
H -12.08 7.89 -6.11 0.17
H -16.77 6.42 -2.60 0.13
H -16.84 5.37 -0.35 0.13
H -13.17 3.61 -0.86 0.16
H -12.90 4.54 -3.14 0.14
H -14.13 3.87 1.19 0.12
H -15.42 2.76 0.68 0.10
H -15.84 4.33 1.40 0.06
C -15.29 -2.38 -6.65 -0.07
C -15.91 -1.79 -5.37 -0.25
C -16.98 -0.73 -5.58 -0.19
C -17.56 -0.35 -4.22 -0.12
N -18.42 0.90 -4.20 -0.28
C -19.56 0.85 -5.18 -0.09
C -20.62 1.84 -4.68 -0.13
C -20.30 2.02 -3.19 -0.15
C -19.19 1.02 -2.90 -0.10
C -17.59 2.11 -4.44 0.04
H -15.30 -1.67 -7.48 0.08
H -15.75 -3.32 -6.94 0.08
H -14.24 -2.57 -6.47 0.08
H -15.11 -1.45 -4.70 0.11
H -16.37 -2.60 -4.79 0.12
H -17.78 -1.03 -6.26 0.13
H -16.50 0.14 -6.04 0.11
H -16.74 -0.09 -3.55 0.14
H -18.16 -1.15 -3.80 0.14
H -19.16 0.92 -6.19 0.15
H -19.98 -0.15 -5.07 0.14
H -20.63 2.76 -5.26 0.12
H -21.58 1.37 -4.86 0.11
H -19.90 3.01 -2.97 0.09
H -21.14 1.80 -2.53 0.09
H -18.49 1.26 -2.10 0.13
H -19.52 -0.01 -2.72 0.13
H -18.28 2.95 -4.52 0.11
H -17.07 2.01 -5.39 0.11
H -16.88 2.18 -3.62 0.11
C -14.70 6.46 7.00 -0.09
C -15.69 7.59 7.27 -0.22
C -16.41 8.06 5.99 -0.18
C -17.56 7.14 5.65 -0.13
N -18.34 7.49 4.42 -0.26
C -18.96 8.87 4.50 -0.09
C -20.37 8.85 3.87 -0.11
C -20.50 7.39 3.42 -0.18
C -19.61 6.63 4.35 -0.08
C -17.51 7.34 3.16 0.06
H -15.08 5.62 6.40 0.06
H -14.38 6.05 7.96 0.09
H -13.77 6.85 6.58 0.08
H -15.17 8.45 7.67 0.12
H -16.48 7.25 7.94 0.11
H -15.72 7.96 5.14 0.11
H -16.72 9.11 6.01 0.12
H -18.30 7.09 6.47 0.14
H -17.18 6.11 5.58 0.14
H -18.27 9.62 4.14 0.14
H -19.06 9.10 5.56 0.14
H -20.39 9.52 3.01 0.12
H -21.12 9.20 4.58 0.12
H -20.39 7.24 2.34 0.10
H -21.56 7.11 3.49 0.11
H -19.27 5.64 4.06 0.13
H -20.03 6.67 5.35 0.15
H -16.70 8.03 3.37 0.10
H -18.16 7.71 2.37 0.10
H -17.23 6.29 3.02 0.08
C -23.50 4.01 3.36 -0.08
C -24.93 4.10 2.83 -0.26
C -26.01 3.80 3.89 -0.18
C -26.23 2.34 4.20 -0.08
N -27.13 2.15 5.45 -0.26
C -27.63 0.73 5.60 -0.08
C -29.17 0.78 5.89 -0.11
C -29.42 2.24 6.19 -0.13
C -28.39 2.98 5.35 -0.12
C -26.39 2.56 6.68 0.04
H -22.72 4.70 3.03 0.06
H -23.12 3.00 3.28 0.07
H -23.58 4.43 4.37 0.09
H -25.02 3.56 1.87 0.08
H -25.16 5.10 2.43 0.09
H -26.93 4.21 3.46 0.10
H -25.79 4.40 4.77 0.12
H -25.32 1.83 4.54 0.14
H -26.82 1.80 3.46 0.13
H -27.22 0.23 6.47 0.13
H -27.35 0.18 4.70 0.12
H -29.27 0.13 6.76 0.13
H -29.81 0.32 5.14 0.12
H -29.13 2.38 7.24 0.12
H -30.41 2.69 6.15 0.14
H -28.20 4.01 5.62 0.15
H -28.75 2.98 4.32 0.14
H -27.08 2.67 7.51 0.12
H -25.84 3.47 6.50 0.10
H -25.70 1.76 6.94 0.12
C -19.09 -4.70 4.75 -0.09
C -17.96 -3.88 5.41 -0.22
C -17.32 -2.77 4.54 -0.17
C -18.37 -1.82 4.03 -0.10
N -17.82 -0.78 3.03 -0.25
C -18.93 0.12 2.57 -0.09
C -19.54 -0.48 1.25 -0.12
C -18.54 -1.61 0.90 -0.15
C -17.32 -1.43 1.76 -0.10
C -16.67 0.00 3.61 0.03
H -18.64 -5.54 4.23 0.08
H -19.68 -4.11 4.04 0.05
H -19.75 -5.13 5.49 0.08
H -17.18 -4.54 5.78 0.12
H -18.38 -3.39 6.30 0.11
H -16.81 -3.30 3.74 0.12
H -16.66 -2.25 5.24 0.13
H -18.79 -1.18 4.80 0.15
H -19.17 -2.27 3.44 0.11
H -18.61 1.15 2.53 0.09
H -19.71 0.06 3.32 0.13
H -19.55 0.29 0.48 0.07
H -20.54 -0.88 1.39 0.10
H -18.31 -1.66 -0.16 0.11
H -19.00 -2.58 1.11 0.12
H -16.60 -0.72 1.35 0.14
H -16.75 -2.33 1.99 0.13
H -16.96 0.41 4.59 0.12
H -16.36 0.89 3.07 0.11
H -15.87 -0.72 3.72 0.11
C -27.96 6.55 1.17 -0.08
C -27.80 6.33 -0.33 -0.23
C -26.46 5.71 -0.77 -0.19
C -25.33 6.68 -0.53 -0.13
N -24.00 6.34 -1.15 -0.27
C -24.10 6.50 -2.66 -0.08
C -22.68 6.80 -3.16 -0.12
C -21.89 7.22 -1.91 -0.13
C -22.90 7.31 -0.79 -0.08
C -23.58 4.93 -0.84 0.03
H -28.97 6.33 1.51 0.09
H -27.62 7.55 1.45 0.09
H -27.33 5.87 1.77 0.04
H -28.06 7.23 -0.89 0.13
H -28.54 5.61 -0.70 0.11
H -26.61 5.40 -1.81 0.12
H -26.27 4.84 -0.12 0.10
H -25.11 6.81 0.54 0.14
H -25.58 7.70 -0.83 0.15
H -24.51 5.58 -3.07 0.13
H -24.72 7.37 -2.87 0.15
H -22.30 5.87 -3.57 0.10
H -22.68 7.55 -3.95 0.13
H -21.11 6.49 -1.68 0.10
H -21.36 8.17 -2.01 0.13
H -22.53 7.10 0.22 0.14
H -23.46 8.25 -0.73 0.15
H -22.56 4.84 -1.20 0.09
H -24.36 4.25 -1.16 0.09
H -23.47 4.94 0.25 0.09
As -19.64 3.49 0.57 0.75
F -18.56 4.68 1.22 -0.24
F -20.92 4.64 0.79 -0.25
F -20.81 2.43 -0.20 -0.26
F -18.36 2.35 0.32 -0.23
F -19.85 2.96 2.19 -0.21
F -19.21 4.19 -0.99 -0.27
O -18.07 3.10 4.52 0.00
C -16.71 3.45 4.46 -0.83
O -16.40 4.02 3.36 -0.12
O -16.03 3.26 5.44 0.05
H -18.33 3.18 3.60 0.02
```